This record from the OMol25 dataset describes the ion C6H13FN3 with charge +1 at a distorted geometry. The level of theory is ωB97M-V/def2-TZVPD.

Cartesian coordinates (Å):
F  1.57  1.71  1.43
N  -0.40  1.13  -0.04
N  -1.01  0.30  -2.43
N  -1.33  -1.05  -0.18
C  1.84  -1.30  0.55
C  -1.22  0.93  1.21
C  -1.91  -0.59  1.15
C  1.09  1.32  0.09
C  -0.91  0.13  -1.05
C  2.00  0.04  -0.41
H  -2.01  1.82  1.14
H  -3.03  -0.32  0.91
H  -1.81  -1.85  -0.66
H  3.14  0.39  -0.29
H  -1.76  0.93  -2.84
H  2.89  -1.69  0.95
H  1.87  -0.22  -1.55
H  -0.40  -0.25  -3.10
H  -0.73  0.96  2.27
H  -1.73  -1.28  2.10
H  1.39  -2.22  -0.06
H  1.38  2.23  -0.64
H  1.08  -1.13  1.45

The structure (SMILES) is CC[C@H](F)N1CCNC1=[NH2+]. The energy relative to the best compared isomer or geometry (same formula, charge and spin) comes out at 117.7 kcal/mol. As for the charge: +1.